No. 1
Below is 2 unconnected molecules or ions with the total composition C4H14N3 in a non-equilibrium geometry, with properties calculated with ωB97M-V/def2-TZVPD.

Computed properties:
Total energy = -8838.7920 eV
Spin multiplicity = 1
Energy relative to the best compared isomer or geometry (same formula, charge and spin) = 118.74 kJ/mol
Molecular weight = 104.2 g/mol
Highest occupied orbital energy = -14.0 eV
Charge = +1
Orbital gap = 11.27 eV

Last column: Löwdin charge in e.
CARTESIAN COORDINATES (ANGSTROEM)
C: 1.6668 0.4870 2.0009  -0.012
C: -0.8253 1.5259 1.4937  -0.051
C: -0.6192 -0.6339 -2.7991  -0.100
C: 1.0661 0.1502 0.7351  -0.359
N: -1.4248 -0.3932 -1.5536  -0.052
N: 1.6572 -0.7806 -0.0126  0.214
N: -0.2064 0.5528 0.5758  0.016
H: 0.9047 0.7756 2.7935  0.102
H: 2.2582 -0.3859 2.3902  0.127
H: 2.2762 1.3520 2.0268  0.094
H: -1.0627 0.9406 2.3805  0.090
H: -0.0499 2.2902 1.9308  0.126
H: -1.6220 2.0066 0.9752  0.081
H: 0.0406 -1.4494 -2.5569  0.059
H: -1.2661 -0.9671 -3.5744  0.072
H: 2.5804 -1.0344 -0.0447  0.098
H: -2.0535 -1.2466 -1.4452  0.145
H: -0.0944 0.2683 -3.1210  0.095
H: 1.2726 -1.0245 -0.9386  0.112
H: -2.0385 0.3081 -1.8218  0.060
H: -0.8315 0.2117 -0.2913  0.084

Atoms 1-6, force components in eV/Å:
0.4 -0.7 3.3
2.9 0.1 1.3
-0.1 0.1 1.2
-3.0 -0.2 0.3
-0.2 -2.8 -0.7
-3.2 0.2 -2.7

---

No. 2
Below is C2H8N4O in the gas phase in a non-equilibrium geometry, with properties calculated with ωB97M-V/def2-TZVPD.

Computed properties:
Total energy = -10207.5459 eV
Spin multiplicity = 1
SMILES = CO/C(=N/N)NN
Energy relative to the best compared isomer or geometry (same formula, charge and spin) = 488.88 kJ/mol
Molecular weight = 104.1 g/mol
Highest occupied orbital energy = -8.0 eV
Charge = 0
Orbital gap = 8.92 eV

Last column: Löwdin charge in e.
CARTESIAN COORDINATES (ANGSTROEM)
C: -1.2215 2.2554 -0.0673  -0.151
C: -0.0475 0.1986 0.1495  -0.464
H: -1.2393 3.3506 0.1440  0.086
H: -2.1632 1.7403 0.4174  0.122
H: -1.4159 2.3273 -1.2169  0.108
H: 1.5590 0.3460 1.1799  0.110
H: 1.0107 -2.3323 0.3553  0.020
H: 0.5329 -1.7384 1.9059  0.154
H: 0.7829 -1.0350 -1.7295  0.155
H: -0.6044 -2.0481 -2.1122  0.111
N: 1.0876 -0.3091 0.6477  -0.050
N: 1.2172 -1.6323 1.0037  0.000
N: -0.7503 -0.4487 -0.7252  -0.029
N: -0.1124 -1.5834 -1.2475  -0.096
O: -0.1179 1.5600 0.3516  -0.076

Atoms 1-6, force components in eV/Å:
-4.3 0.3 -1.7
-0.8 -0.5 -2.8
0.7 -1.0 0.8
1.5 1.3 -1.1
0.6 -1.0 1.7
1.7 0.9 1.3

---

No. 3
Below is a molecular structure, C22H43N2P3ReS in a non-equilibrium geometry, with properties calculated with ωB97M-V/def2-TZVPD.

Computed properties:
Total energy = -67279.7514 eV
Spin multiplicity = 4
Molecular weight = 646.8 g/mol
Highest occupied orbital energy (alpha / beta) = -20.0 / -19.7 eV
Charge = +4
Orbital gap (alpha / beta) = 6.29 / 4.85 eV

Last column: Löwdin spin population.
CARTESIAN COORDINATES (ANGSTROEM)
Re: 0.3915 0.2837 -0.7794  2.199
P: 2.1263 1.4622 -0.0282  0.064
P: -1.2275 0.3010 1.1253  0.034
P: -0.8238 1.8764 -1.7871  0.096
H: 0.9034 -0.1657 -4.0525  -0.001
C: 1.0815 -0.5736 -3.0630  -0.208
C: 1.9639 0.3268 -2.2897  0.033
H: 3.0021 -0.0610 -2.1131  -0.002
C: 3.6367 0.5227 0.2506  0.022
C: 1.8512 2.4579 1.4392  0.013
C: 2.7117 2.8018 -1.1341  0.022
C: -2.7532 -0.6963 0.7990  0.030
C: -0.6631 -0.4367 2.7146  0.002
C: -2.0463 1.8822 1.6738  -0.001
C: -0.5587 2.6602 -3.4218  0.029
C: -0.8903 3.4913 -0.9144  0.048
C: -2.5979 1.3834 -2.0250  0.015
H: 0.0668 -0.8820 -2.6340  0.001
H: 2.0545 1.2830 -2.8386  0.005
H: 3.6714 -0.4609 -0.2349  0.000
H: 3.7387 0.3623 1.3275  0.001
H: 4.4932 1.1029 -0.1030  0.001
H: 1.5525 1.8415 2.2882  0.000
H: 1.0764 3.2045 1.2427  0.000
H: 2.8206 2.9399 1.6069  0.002
H: 2.6523 2.6823 -2.2218  0.000
H: 3.7786 2.9007 -0.9080  0.002
H: 2.1688 3.7347 -0.9662  0.000
H: -3.5515 -0.3253 1.4730  0.004
H: -2.5511 -1.7563 1.0183  0.000
H: -3.0826 -0.5865 -0.2450  0.000
H: -1.3422 -0.0743 3.5129  0.000
H: 0.3772 -0.1387 2.9382  0.000
H: -0.7428 -1.5350 2.6620  0.000
H: -2.6439 1.6705 2.5835  -0.001
H: -2.7268 2.2419 0.8827  0.000
H: -1.2710 2.6369 1.8916  0.000
H: -1.4503 3.3138 -3.5919  0.002
H: -0.5061 1.9376 -4.2351  0.000
H: 0.3367 3.2840 -3.4460  0.001
H: -1.4661 4.1661 -1.5683  0.006
H: 0.1339 3.8687 -0.7796  0.000
H: -1.3992 3.3996 0.0440  0.000
H: -3.0255 2.0262 -2.8204  0.001
H: -3.1829 1.5302 -1.1023  0.000
H: -2.6947 0.3215 -2.3204  0.000
C: 0.5265 -4.0466 -3.6940  0.048
C: -0.8052 -3.6444 -3.9577  0.026
C: -1.7702 -4.6213 -4.0379  0.009
C: -1.4447 -5.9543 -3.8660  0.062
C: -0.1395 -6.3179 -3.6958  0.003
C: 0.8472 -5.3661 -3.5746  0.039
S: 1.9504 -2.8658 -3.5490  0.257
H: 2.8899 -3.4956 -2.7347  0.002
H: -1.0100 -2.6117 -4.0436  0.001
H: -2.7333 -4.2478 -4.3053  -0.001
H: -2.2095 -6.7163 -3.8956  0.003
H: 0.0869 -7.3734 -3.6722  -0.001
H: 1.8460 -5.7189 -3.3655  0.001
N: 1.0484 -5.5867 1.8912  0.027
C: 0.9002 -4.3843 1.3336  0.011
C: -0.2527 -3.9644 0.6458  0.006
C: -0.2683 -2.7611 -0.0376  0.006
N: 0.6885 -1.7942 0.1013  0.053
C: 1.8048 -2.2015 0.7733  0.013
C: 1.9415 -3.4418 1.3885  0.011
H: 0.2788 -6.2311 1.9688  0.001
H: 1.9059 -5.8733 2.3594  0.000
H: -1.0890 -4.6399 0.6301  0.000
H: -1.1047 -2.5577 -0.6987  0.001
H: 2.6170 -1.4873 0.8689  0.002
H: 2.9019 -3.6881 1.8810  0.000

Atoms 1-6, force components in eV/Å:
0.3 -5.3 0.6
2.4 2.9 0.2
-2.0 0.3 1.5
-3.2 4.1 -2.0
-0.2 -0.6 -0.4
-0.4 -0.2 0.5

---

Q: Which formula does entry 1 have?
A: C4H14N3

---

Q: The highest charge belongs to which entry?
A: C22H43N2P3ReS

---

Q: Which of these has the highest molecular weight?
A: C22H43N2P3ReS

---

Q: Look up the total energy of the second one.
A: -10207.5459 eV